(1)
Entry from the Open Molecules 2025 dataset: C37H53N4O3Si2Y as an isolated structure in a non-equilibrium geometry (ωB97M-V with the def2-TZVPD basis set).

```
100
Properties=species:S:1:pos:R:3:forces:R:3:mulliken_charge:R:1
Y 0.114419 -0.712223 0.122923 0.1 1.7 -1.3 -0.550
C 2.104728 -3.539168 -1.543797 -0.1 -0.1 0.0 -0.340
C 1.112432 -4.503699 -2.222629 -0.1 0.0 0.1 -1.021
N -0.280667 -4.081210 -2.239408 0.1 0.1 -0.1 0.102
C -0.836783 -3.616306 -3.506201 -0.1 -0.1 0.0 -0.748
C -1.488177 -2.238616 -3.389923 0.2 -0.2 0.1 -0.894
N -0.578529 -1.255832 -2.807951 -0.4 0.1 0.0 0.619
C 0.574196 -0.938273 -3.632725 0.1 -0.2 0.2 -0.696
C 1.829180 -1.750898 -3.225352 -0.3 0.2 -0.1 -1.113
N 1.824210 -2.121213 -1.805184 0.1 0.2 0.7 0.275
H 2.058658 -3.679587 -0.460111 0.0 0.0 0.0 -0.038
H 3.112835 -3.827673 -1.870023 0.0 0.0 0.1 0.436
H 1.429670 -4.702584 -3.248612 0.0 0.0 0.0 0.421
H 1.193442 -5.458779 -1.693077 0.1 0.0 0.0 0.419
H -0.439032 -3.367256 -1.543237 0.0 0.0 0.0 -0.388
H -0.065637 -3.590945 -4.284732 0.0 0.0 0.0 0.265
H -1.603152 -4.317177 -3.854721 0.0 0.0 -0.1 0.496
H -1.822897 -1.935887 -4.392325 -0.1 0.0 0.0 0.495
H -2.365385 -2.304964 -2.742056 0.0 0.0 0.0 0.318
H -1.091322 -0.411174 -2.584741 0.0 0.0 0.0 -0.271
H 0.366414 -1.114594 -4.696050 0.0 0.0 0.0 0.485
H 0.794091 0.119771 -3.520754 -0.1 0.0 0.0 0.066
H 1.889521 -2.659868 -3.822852 0.0 0.0 0.0 0.399
H 2.713393 -1.155948 -3.466058 0.0 -0.1 0.0 0.539
H 2.525583 -1.566847 -1.324109 0.1 0.0 -0.1 -0.002
C -4.365519 4.423582 -2.539944 -0.1 0.0 0.0 -0.604
O -3.083602 4.888620 -2.914410 0.0 0.1 0.0 -0.466
C -2.028764 4.103121 -2.608716 0.2 -0.1 0.0 0.817
C -0.761235 4.645883 -2.920222 0.1 0.2 -0.1 -1.207
C 0.356867 3.912614 -2.668827 0.0 0.0 0.0 -1.179
C 0.301282 2.632518 -2.068445 -0.2 -0.2 0.1 0.573
C 1.483352 1.850386 -1.880765 0.2 0.3 0.0 0.501
C 2.766086 2.283216 -2.560878 0.0 -0.1 0.1 -2.543
O 1.525463 0.800840 -1.214473 0.0 -0.6 0.3 1.059
C -0.981626 2.089966 -1.718193 0.2 0.1 -0.1 0.265
O -1.135633 0.938102 -1.179617 0.2 -0.5 0.4 0.057
C -2.132383 2.860465 -2.040389 -0.2 -0.2 0.1 -0.305
H -5.059919 5.226224 -2.772257 0.0 0.0 0.0 0.277
H -4.405984 4.203486 -1.469882 0.0 0.0 0.0 0.146
H -4.646663 3.524968 -3.095381 0.0 0.0 0.0 0.311
H -0.710461 5.632654 -3.360295 0.0 0.0 0.0 0.448
H 1.321179 4.334525 -2.921068 0.0 0.0 0.0 0.495
H 3.164436 3.188453 -2.100276 0.0 0.0 0.0 0.462
H 2.591368 2.476693 -3.619302 0.0 0.1 0.0 0.530
H 3.503765 1.491588 -2.448805 0.0 0.0 0.0 0.417
H -3.085157 2.407704 -1.801306 0.0 0.0 0.0 0.394
C -3.046418 -4.164177 0.926868 0.0 -0.1 0.0 -0.912
C -4.128171 -3.461005 1.432893 0.0 0.0 0.0 -0.905
C -4.041480 -2.084757 1.534141 0.0 0.1 0.0 -0.814
C -2.890644 -1.408822 1.119083 0.1 -0.3 -0.1 -0.512
C -1.755264 -2.090413 0.621263 -0.4 -0.4 0.2 1.220
C -1.891461 -3.487048 0.560478 0.0 0.0 0.0 0.420
C -2.880705 0.069900 1.200041 0.1 0.0 0.1 1.842
C -4.079373 0.797515 0.975123 -0.1 0.2 0.1 -1.308
C -4.066145 2.155591 1.040956 0.0 -0.1 0.0 -1.115
C -2.850073 2.831043 1.289981 0.2 -0.1 0.0 0.744
C -2.740822 4.237544 1.298121 0.0 0.1 0.0 -0.515
C -1.524107 4.839871 1.454149 -0.1 0.1 0.0 -0.874
C -0.368606 4.053500 1.621261 0.1 -0.1 0.0 -0.569
C -0.450125 2.688551 1.639520 0.0 0.0 -0.1 0.422
C -1.691781 2.038576 1.464824 -0.2 0.3 0.1 -0.151
N -1.734389 0.675335 1.445364 0.1 -0.4 -0.4 0.138
H -3.099040 -5.242591 0.832390 0.0 0.0 0.0 0.454
H -5.022346 -3.977112 1.758133 0.0 0.0 0.0 0.394
H -4.866896 -1.535286 1.973338 0.0 0.0 0.0 0.547
H -1.064271 -4.101348 0.219828 0.0 0.0 0.0 0.308
H -4.986654 0.261601 0.738219 0.0 0.0 0.0 0.560
H -4.970937 2.730204 0.874816 0.0 0.0 0.0 0.448
H -3.638068 4.831063 1.162152 0.0 0.0 0.0 0.450
H -1.445843 5.919246 1.448865 0.0 0.0 0.0 0.388
H 0.592636 4.539125 1.735903 0.0 0.0 0.0 0.492
H 0.436348 2.082380 1.769452 0.0 0.0 0.0 -0.336
C 4.663863 -0.291179 1.935223 -0.2 0.0 0.1 -1.277
Si 3.045927 0.666817 2.217658 0.0 0.0 0.3 0.325
C 3.214585 2.128279 1.009799 -0.2 -0.2 0.0 -1.046
C 3.090294 1.495053 3.933806 0.1 -0.1 -0.2 -1.200
C 1.509802 -0.410877 2.137637 0.6 -0.1 -0.2 1.275
Si 1.583819 -1.816723 3.388989 -0.3 0.0 0.0 -0.132
C 3.281193 -2.273390 4.102112 -0.1 0.2 -0.2 -1.124
C 0.910489 -3.446600 2.689856 0.1 0.2 0.1 -0.894
C 0.475623 -1.332359 4.851670 0.1 -0.1 -0.2 -1.159
H 5.409749 0.350332 1.461650 0.0 0.0 0.0 0.426
H 4.509015 -1.159353 1.288646 0.0 0.0 0.0 0.293
H 5.085597 -0.654973 2.872959 0.0 0.0 -0.1 0.394
H 3.977024 2.818613 1.380424 0.0 -0.1 0.1 0.594
H 2.291973 2.697245 0.870970 0.0 0.0 -0.1 0.051
H 3.539773 1.769011 0.033687 0.0 0.0 0.0 0.026
H 3.755119 2.361420 3.965993 0.0 0.0 0.0 0.378
H 3.415998 0.792859 4.706175 0.0 0.0 0.0 0.310
H 2.087038 1.834856 4.206719 0.0 0.0 0.0 0.288
H 0.746636 0.232557 2.612171 -0.1 -0.1 -0.1 -0.780
H 3.967740 -2.608639 3.321565 0.0 0.0 0.1 0.310
H 3.174950 -3.086283 4.823370 -0.1 0.0 0.0 0.407
H 3.743094 -1.426830 4.614761 0.0 -0.1 0.0 0.259
H 1.482311 -3.782770 1.817656 0.0 0.0 0.0 0.133
H -0.134114 -3.342743 2.396020 0.0 0.0 0.0 0.074
H 0.964716 -4.238235 3.441909 0.0 0.0 0.0 0.517
H 0.798568 -0.375769 5.270948 0.0 0.0 0.0 0.328
H 0.482876 -2.071701 5.655736 0.0 0.0 0.0 0.400
H -0.557067 -1.211764 4.511886 0.0 0.0 0.0 0.292
```
Forces are in eV/Å.

Summary:
Largest force on an atom: 0.0414 hartree/bohr
ΔE to the lowest compared entry with this formula, charge and spin: 34.9 kcal/mol
Kohn-Sham gap: 0.289 Ha

---

(2)
Entry from the Open Molecules 2025 dataset: a 4-piece molecular cluster, C23H41BCl6F3N3O2P overall in a non-equilibrium geometry (ωB97M-V with the def2-TZVPD basis set).

```
80
Properties=species:S:1:pos:R:3:forces:R:3:mulliken_charge:R:1
C -2.286183 -1.015563 1.694768 0.2 -0.2 -0.4 -1.197
C -1.509508 -0.479226 0.760069 0.3 0.4 0.3 -0.492
C -0.594317 -1.252856 -0.090169 -0.2 -0.3 0.4 0.058
C -0.976370 -2.201932 -1.008234 -0.1 0.8 0.4 0.060
P -2.585144 -2.928477 -1.515091 0.2 -1.3 -0.7 0.017
C -3.366903 -1.652894 -2.563281 0.0 -0.1 0.4 -0.844
O -3.470132 -2.956932 -0.126804 0.0 0.5 -0.1 -0.415
N 0.193501 -2.680178 -1.585923 0.0 -0.3 -0.4 0.843
B 0.213890 -3.786758 -2.661285 0.2 -0.5 -0.2 0.678
N -0.387181 -3.583652 -3.912632 -0.5 0.2 0.7 -0.433
O 0.811719 -4.965628 -2.377460 -0.2 0.2 0.3 -0.595
C 1.221920 -2.052275 -1.024538 0.0 0.1 0.1 0.015
C 2.689845 -2.223503 -1.349797 -0.1 0.2 0.0 0.639
F 3.163074 -1.089318 -1.873147 0.1 0.1 -0.1 -0.245
F 2.879458 -3.201269 -2.218663 0.0 -0.1 -0.2 -0.248
F 3.382815 -2.492566 -0.246671 0.1 -0.1 0.1 -0.189
N 0.780646 -1.180663 -0.120105 0.1 0.3 0.0 0.527
C 1.631030 -0.323815 0.740986 0.4 0.1 -0.1 0.041
C 1.284992 1.168795 0.699809 0.0 0.3 0.2 -0.739
C 1.309947 1.899385 2.061470 -0.1 0.0 0.0 0.511
C 0.516339 1.190780 3.167143 -0.1 0.5 -0.4 -1.654
C 2.715863 2.317927 2.497731 0.1 -0.2 0.2 -1.363
C 3.797668 1.229918 2.590361 1.5 -0.2 0.3 -0.612
C 3.654793 0.324906 3.791113 0.1 0.1 0.2 -0.339
C 3.865713 0.728107 5.072620 0.1 -0.3 -0.2 0.532
C 5.120946 1.457410 5.498720 -0.8 1.2 -0.3 -1.309
C 2.855666 0.392022 6.153753 0.6 -0.6 -0.1 -1.178
H -2.037172 -1.975621 2.126333 -0.5 -0.3 -0.4 0.187
H -3.195486 -0.514264 1.996833 0.4 0.3 0.7 0.358
H -1.520891 0.595364 0.616255 -0.5 -0.1 -0.6 0.599
H -3.605496 -0.730884 -2.033186 0.1 0.1 -0.1 0.300
H -4.272996 -2.118275 -2.957049 -0.1 0.1 0.0 0.452
H -2.730512 -1.450489 -3.424299 0.0 0.2 0.1 0.067
H -4.394953 -2.785217 -0.348769 0.0 0.0 0.2 0.317
H -0.785096 -4.422555 -4.313515 0.3 0.0 -0.3 0.239
H -1.028523 -2.812090 -4.010895 0.2 0.1 -0.3 0.207
H 1.149554 -5.042100 -1.476848 0.1 -0.2 0.0 0.180
H 2.644077 -0.429119 0.368808 -0.1 -0.2 0.1 0.430
H 1.623335 -0.788668 1.725715 -0.2 0.3 0.0 -0.598
H 2.014058 1.675317 0.063077 -0.1 -0.1 -0.2 0.484
H 0.315537 1.344935 0.236488 0.0 -0.1 0.0 -0.029
H 0.761743 2.832370 1.891206 0.1 0.0 -0.1 0.451
H 0.916640 0.216571 3.437793 0.0 0.0 0.2 0.272
H 0.490840 1.850587 4.035451 0.2 -0.2 0.2 0.536
H -0.523110 1.098947 2.848095 0.0 -0.3 0.0 0.384
H 2.628864 2.766981 3.491021 0.1 0.1 0.0 0.506
H 3.105130 3.099409 1.839103 -0.2 0.0 -0.1 0.369
H 4.748080 1.767249 2.696614 0.0 0.0 -0.2 0.581
H 3.896838 0.656462 1.666349 -0.1 0.1 0.0 0.077
H 3.412661 -0.728058 3.632100 -1.5 0.3 0.0 0.559
H 5.414303 2.218458 4.772808 0.2 -0.1 0.0 0.343
H 5.927325 0.729626 5.579422 0.0 0.0 0.1 0.272
H 4.989850 1.962968 6.455074 0.1 0.0 0.0 0.404
H 1.879962 0.731722 5.811133 -0.1 -0.1 0.1 0.223
H 3.088191 0.940522 7.064529 0.1 -0.2 0.1 0.400
H 2.796083 -0.680566 6.364856 -0.1 0.0 0.1 0.227
Cl -2.789663 0.996457 -5.022375 0.0 0.0 -0.1 -0.208
C -3.523469 2.196732 -3.925115 -0.2 0.1 -0.1 -0.100
C -2.478759 2.898169 -3.100836 -0.1 0.0 -0.1 -0.604
Cl -1.735465 1.738215 -1.960012 0.2 0.0 0.2 -0.050
H -4.240874 1.676801 -3.294668 0.0 0.0 0.0 0.301
H -4.057769 2.915424 -4.543387 0.1 0.0 -0.1 0.033
H -2.930867 3.696070 -2.515924 0.0 -0.1 0.1 0.275
H -1.690238 3.321956 -3.715770 0.0 -0.1 0.0 0.351
Cl -4.267187 3.810728 -7.230024 0.0 0.0 0.0 -0.164
C -5.048239 5.397453 -6.996560 -0.1 0.0 0.0 -0.511
C -4.162683 6.354367 -6.242587 0.0 0.1 -0.1 -0.452
Cl -3.932563 5.858375 -4.539767 0.0 0.0 0.0 -0.168
H -5.989082 5.233591 -6.477967 0.0 0.0 0.0 0.315
H -5.260579 5.798238 -7.985750 0.1 0.0 0.0 0.358
H -4.619994 7.341510 -6.224330 0.0 0.0 0.0 0.332
H -3.180222 6.432180 -6.699660 0.0 -0.1 0.0 0.313
Cl 2.079271 -5.265179 0.912087 0.0 0.0 -0.1 -0.159
C 0.842707 -5.277650 2.202055 -0.1 -0.1 0.0 -0.531
C 0.252589 -3.911344 2.421379 -0.1 0.0 0.1 0.003
Cl 1.430008 -2.765836 3.127125 -0.1 -0.2 0.1 -0.051
H 1.310965 -5.662890 3.103466 0.1 0.0 0.0 0.430
H 0.060501 -5.967536 1.890933 0.0 0.0 0.0 0.337
H -0.579231 -3.979457 3.120693 0.0 0.0 0.0 0.465
H -0.112083 -3.487696 1.487743 0.0 0.0 0.0 -0.381
```
Forces are in eV/Å.

Summary:
Largest force on an atom: 0.0294 hartree/bohr
Kohn-Sham gap: 0.265 Ha
Charge: +1

---

(3)
Entry from the Open Molecules 2025 dataset: a single CH2N4O3 molecule in a non-equilibrium geometry (ωB97M-V with the def2-TZVPD basis set).

```
10
Properties=species:S:1:pos:R:3:forces:R:3:nbo_charge:R:1
C -0.090190 0.415484 -0.087855 -0.1 -0.6 -1.0 0.316
H -1.797508 1.043396 1.004536 0.1 0.5 -1.0 0.476
H 0.523395 -1.686468 -2.018849 0.3 0.7 2.4 0.499
N -1.005837 0.986760 -0.789427 1.6 -0.9 2.6 -0.031
N 0.006032 0.313921 1.349381 0.3 1.0 -0.7 -0.266
N 1.131146 -0.092388 1.625187 -0.4 -1.0 -0.3 0.218
N 0.940232 -0.357965 -0.676390 1.4 2.7 0.7 0.081
O -1.925418 1.443503 0.101751 -1.9 0.7 0.5 -0.532
O 1.810622 -0.546163 0.508003 -0.3 0.2 -0.7 -0.225
O 0.407527 -1.520079 -1.016337 -0.9 -3.3 -2.4 -0.538
```
Forces are in eV/Å.

Summary:
Largest force on an atom: 0.0814 hartree/bohr
ΔE to the lowest compared entry with this formula, charge and spin: 51.7 kcal/mol
SMILES: O/N=c1\nnon1O
Kohn-Sham gap: 0.337 Ha

---

(4)
Entry from the Open Molecules 2025 dataset: C2O3S as an isolated structure in a non-equilibrium geometry (ωB97M-V with the def2-TZVPD basis set).

```
6
Properties=species:S:1:pos:R:3:forces:R:3:nbo_charge:R:1
C 1.265378 0.147574 0.070150 4.7 2.7 -0.5 0.585
C 0.167603 -0.586244 0.025107 -2.3 -0.8 -0.2 0.098
O 2.087057 0.992792 -0.057813 -2.1 -2.1 0.6 -0.367
O -0.271936 -1.718248 -0.025393 0.5 0.6 0.2 -0.454
O -2.301825 0.212473 -0.021872 2.4 1.8 0.1 -0.700
S -0.946276 0.951652 0.009820 -3.2 -2.2 -0.1 0.838
```
Forces are in eV/Å.

Summary:
Largest force on an atom: 0.1069 hartree/bohr
ΔE to the lowest compared entry with this formula, charge and spin: 116.9 kcal/mol
Kohn-Sham gap (alpha / beta): 0.284 / 0.296 Ha

---

(5)
Entry from the Open Molecules 2025 dataset: CHBr3 as an isolated structure (ωB97M-V with the def2-TZVPD basis set).

```
5
Properties=species:S:1:pos:R:3:forces:R:3:nbo_charge:R:1
C -0.018665 -0.016451 0.122108 0.1 0.1 0.2 -0.513
Br 1.735085 -0.626329 -0.346613 0.2 -0.1 -0.1 0.092
Br -1.377359 -1.061193 -0.715309 -0.2 -0.2 -0.1 0.100
Br -0.232093 1.851566 -0.250593 0.0 0.1 0.0 0.094
H -0.106968 -0.147594 1.190407 -0.1 0.0 0.0 0.226
```
Forces are in eV/Å.

Summary:
Largest force on an atom: 0.0054 hartree/bohr
ΔE to the lowest compared entry with this formula, charge and spin: 0.1 kcal/mol
Kohn-Sham gap: 0.382 Ha